Molecular formula: C66H83N7O32
Method: DFT, ωB97M-V/def2-TZVPD

## Properties
highest occupied orbital energy = -9.3 eV
molar mass = 1486.41 Da
spin multiplicity = 1
total charge = 0

Last column: Mulliken charge in e.
Atoms and positions in Å:
C (-5.32772, 4.01286, 4.35717)  -1.315
C (-5.33086, 5.03616, 3.25780)  -0.155
O (-5.04288, 4.22656, 2.05461)  -0.102
C (-5.24380, 4.85110, 0.97049)  0.534
O (-4.78572, 4.46746, -0.09380)  -0.477
O (-5.97154, 5.91719, 1.05014)  -0.371
C (-6.41603, 6.46842, -0.21828)  -0.726
H (-4.33428, 3.65955, 4.51333)  0.313
H (-5.94309, 3.23273, 4.01920)  0.334
H (-5.77474, 4.46283, 5.25158)  0.427
H (-4.53862, 5.76246, 3.36831)  0.247
H (-6.29779, 5.49689, 3.17870)  0.352
H (-5.62486, 7.01252, -0.73045)  0.226
H (-7.14546, 7.09584, 0.23394)  0.290
H (-6.63739, 5.61411, -0.86677)  0.318
C (-1.44162, -3.70292, -7.37501)  -1.316
C (-0.43769, -2.52853, -7.40916)  -0.181
O (-0.48391, -2.00599, -6.08948)  -0.190
C (0.47757, -1.17858, -5.66494)  0.547
O (0.36434, -0.66783, -4.58669)  -0.035
O (1.44046, -0.91541, -6.53266)  -0.465
C (2.39780, 0.10279, -6.20364)  -0.485
H (-1.09842, -4.52127, -6.78101)  0.275
H (-1.38851, -4.03309, -8.45265)  0.423
H (-2.43888, -3.33667, -7.10291)  0.314
H (-0.76805, -1.77678, -8.13529)  0.342
H (0.52954, -2.94990, -7.65963)  0.253
H (2.79200, -0.08273, -5.21586)  -0.076
H (2.03752, 1.10464, -6.10304)  0.334
H (3.11101, -0.02480, -7.01892)  0.365
C (2.69738, -5.56170, -1.08181)  0.253
C (3.97499, -5.12789, -0.38787)  -0.839
O (3.87917, -3.68355, -0.10544)  0.133
C (4.88237, -3.15576, 0.66730)  0.066
O (5.89633, -3.73340, 0.97990)  -0.596
O (4.57667, -1.86719, 0.95194)  0.726
C (5.73870, -1.00237, 1.28255)  -0.717
H (2.66053, -6.65258, -1.15012)  0.580
H (2.57673, -5.05141, -2.05198)  -0.412
H (1.87021, -5.21443, -0.49492)  -0.437
H (4.90729, -5.24783, -0.91687)  0.565
H (4.10275, -5.68454, 0.53684)  0.300
H (6.34783, -1.55695, 2.03758)  0.317
H (5.23604, -0.06714, 1.52566)  -0.010
H (6.45092, -0.95030, 0.39639)  0.277
C (-5.42079, -0.32176, 5.65238)  -0.997
C (-4.36632, -0.37829, 6.74681)  -0.295
O (-3.68108, -1.65339, 6.63189)  -0.174
C (-3.97580, -2.48330, 7.65661)  0.609
O (-4.73760, -2.27244, 8.51613)  -0.554
O (-3.27799, -3.56328, 7.39981)  -0.158
C (-3.55277, -4.58250, 8.31028)  -0.932
H (-6.12172, -1.12917, 5.90180)  0.332
H (-4.95954, -0.57387, 4.72887)  0.231
H (-5.94902, 0.64481, 5.53744)  0.287
H (-4.74263, -0.16816, 7.76205)  0.383
H (-3.55792, 0.36465, 6.58032)  0.269
H (-4.20249, -4.26876, 9.07687)  0.443
H (-2.64340, -4.82378, 8.80591)  0.277
H (-3.88313, -5.47111, 7.75791)  0.259
C (2.85717, 2.23821, -3.39199)  -0.169
C (1.91941, 3.39283, -3.30458)  0.683
O (2.50504, 4.28603, -2.30181)  0.154
C (3.11171, 5.36962, -2.77652)  0.472
O (3.17564, 5.76976, -3.92251)  -0.616
O (3.74311, 6.01298, -1.73685)  -0.172
C (4.51785, 7.13492, -2.09839)  -0.811
H (2.33298, 1.43394, -3.83051)  -0.529
H (3.26674, 2.00204, -2.38262)  -0.029
H (3.76519, 2.54490, -3.89058)  0.527
H (0.94990, 3.13486, -2.88644)  -1.259
H (1.66276, 3.93796, -4.19047)  0.642
H (4.98631, 7.52579, -1.23317)  0.251
H (3.90201, 7.79742, -2.69201)  0.321
H (5.31166, 6.83890, -2.79237)  0.296
C (-3.73525, 1.99146, -7.48565)  -1.419
C (-2.59696, 1.85313, -6.41890)  0.224
O (-3.19396, 2.24604, -5.18029)  -0.341
C (-2.40314, 2.51420, -4.17198)  0.422
O (-1.21083, 2.43276, -4.20106)  -0.405
O (-2.99664, 2.99123, -3.07853)  0.243
C (-4.39997, 2.74264, -2.91343)  -0.565
H (-4.53490, 1.25345, -7.39995)  0.316
H (-3.29611, 1.99452, -8.44985)  0.472
H (-4.11490, 3.02904, -7.57025)  0.358
H (-1.69704, 2.42297, -6.66143)  0.318
H (-2.38426, 0.73204, -6.40442)  -0.125
H (-4.68652, 3.31383, -2.02131)  -0.088
H (-4.67609, 1.69636, -2.80619)  0.360
H (-4.90039, 3.12863, -3.79897)  0.439
C (4.33741, -2.41517, 4.67975)  -0.684
C (3.18296, -1.82798, 4.18585)  -1.149
C (2.33168, -2.50252, 3.31259)  0.395
C (2.74958, -3.78862, 2.99989)  0.217
C (3.79962, -4.43700, 3.65438)  -0.390
C (4.68854, -3.75050, 4.43951)  -0.978
N (1.78250, -4.72841, 2.36851)  1.359
O (1.93656, -5.92535, 2.50603)  -0.715
O (0.84534, -4.22238, 1.81488)  -0.359
H (4.91002, -1.95346, 5.41606)  0.605
H (3.02783, -0.77330, 4.47111)  0.312
H (1.41672, -2.10700, 2.91974)  0.354
H (4.00357, -5.51005, 3.50978)  0.364
H (5.35058, -4.33096, 5.02960)  0.526
C (-1.24800, -3.08559, -2.24198)  -0.551
C (-1.64353, -3.09624, -0.89008)  -0.799
C (-1.51335, -4.23913, -0.16386)  -0.139
C (-1.02339, -5.39273, -0.71650)  -0.355
C (-0.59383, -5.39754, -2.06860)  -0.305
C (-0.78377, -4.23318, -2.83648)  -0.281
N (-0.88625, -6.57115, 0.12326)  1.148
O (-0.07486, -7.40392, -0.26470)  -0.614
O (-1.66047, -6.71801, 1.09215)  -0.622
H (-1.35831, -2.21209, -2.87254)  0.384
H (-1.88524, -2.18853, -0.43352)  0.908
H (-1.67581, -4.21083, 0.88527)  0.509
H (-0.12691, -6.27072, -2.55022)  0.404
H (-0.55654, -4.25897, -3.92603)  0.329
C (1.78331, 5.72487, 2.92748)  -0.918
C (1.88290, 4.55162, 3.72079)  -0.406
C (2.38286, 3.41573, 3.19016)  -0.721
C (2.56355, 3.35879, 1.82249)  0.036
C (2.42588, 4.45339, 0.99250)  -0.249
C (2.02314, 5.65226, 1.58007)  -0.014
N (3.07658, 2.11710, 1.27011)  0.758
O (3.03221, 2.02219, 0.06269)  -0.480
O (3.32068, 1.19852, 2.04679)  -0.547
H (1.42243, 6.64525, 3.34285)  0.445
H (1.63556, 4.62882, 4.77251)  0.422
H (2.49918, 2.56259, 3.77893)  0.637
H (2.65527, 4.31903, -0.03107)  0.413
H (1.93350, 6.44959, 0.89804)  0.581
C (-1.03662, -5.06524, 4.39177)  -0.721
C (0.15087, -5.50940, 4.95041)  -0.442
C (0.89240, -4.63088, 5.76683)  0.050
C (0.38388, -3.41806, 6.12268)  -0.137
C (-0.75929, -2.95364, 5.54338)  -0.361
C (-1.47769, -3.81440, 4.74056)  -0.477
N (1.17321, -2.47312, 6.96184)  1.130
O (0.62112, -1.52905, 7.45091)  -0.662
O (2.35201, -2.82239, 7.07799)  -0.618
H (-1.51812, -5.67402, 3.63930)  0.399
H (0.60687, -6.48987, 4.69352)  0.420
H (1.83698, -5.02751, 6.19776)  0.374
H (-1.06002, -1.94518, 5.79923)  0.585
H (-2.43161, -3.42239, 4.36154)  0.479
C (-0.90024, 5.90129, -1.80714)  -1.032
C (-0.66303, 4.64859, -1.25299)  1.468
C (-1.02163, 4.44397, 0.06739)  0.171
C (-1.50386, 5.49377, 0.81658)  -0.688
C (-1.84911, 6.70577, 0.31060)  -0.373
C (-1.54352, 6.89273, -1.00050)  -1.078
N (-1.65854, 5.28039, 2.24497)  1.484
O (-1.55392, 4.15244, 2.73145)  -0.554
O (-1.90917, 6.23389, 2.89866)  -0.747
H (-0.43255, 6.23307, -2.77008)  0.458
H (-0.27568, 3.89379, -1.92824)  -0.404
H (-0.72893, 3.51069, 0.59096)  0.511
H (-2.31878, 7.46164, 0.96993)  0.541
H (-1.81042, 7.86373, -1.40896)  0.396
C (4.03100, -1.88080, -2.80803)  -1.589
C (4.90832, -1.82355, -3.83993)  -0.886
C (4.62685, -2.46960, -5.05118)  -0.676
C (3.43870, -3.20236, -5.11552)  -0.187
C (2.50704, -3.24306, -4.07395)  -0.443
C (2.79359, -2.55052, -2.90939)  0.889
N (3.10856, -3.91866, -6.36173)  1.207
O (4.01574, -4.04994, -7.13755)  -0.672
O (1.94268, -4.22021, -6.55065)  -0.657
H (4.20333, -1.20063, -2.01295)  0.882
H (5.83043, -1.25287, -3.69817)  0.456
H (5.28611, -2.35657, -5.90260)  0.510
H (1.70453, -3.97454, -4.10672)  0.201
H (2.08069, -2.42353, -2.07817)  0.702
C (0.47510, -0.11862, -1.18261)  -0.345
C (-0.67758, 0.64575, -1.49052)  0.842
C (-1.70672, 0.89812, -0.58392)  -0.310
C (-1.46561, 0.27413, 0.60889)  -0.279
C (-0.36335, -0.49959, 0.99982)  -1.245
C (0.55727, -0.71890, 0.03887)  0.963
N (-2.51896, 0.49423, 1.69472)  1.241
O (-3.64409, 0.86947, 1.42495)  -0.653
O (-2.16763, 0.10362, 2.82281)  -0.672
H (1.23199, -0.31528, -1.97328)  -0.775
H (-0.78348, 0.91846, -2.52652)  -0.022
H (-2.61210, 1.51889, -0.66197)  0.425
H (-0.31185, -0.94792, 1.97348)  0.709
H (1.39064, -1.36917, 0.24693)  0.232